# 1
C35H37BaN6O10S2 as an isolated structure in a non-equilibrium geometry. Source: the OMol25 dataset; level of theory: the ωB97M-V functional and the def2-TZVPD basis.

The total charge is -1. For the calculated total energy, the calculation gives -3258.797614 hartree. The value obtained for the molar mass is 903.2 g/mol. The calculation puts the LUMO energy (spin up / spin down) at 2.063 / 2.059 eV. For the gap between HOMO and LUMO (spin up / spin down), the calculation gives 4.208 / 3.408 eV. The energy above the lowest of the compared OMol25 structures with the same formula, charge and spin comes out at 2.7482 eV.

Cartesian coordinates (Å):
Ba  0.53  1.01  -0.12
O  3.35  2.48  -4.07
C  2.64  2.12  -2.95
O  1.90  1.15  -2.86
C  2.83  3.27  -1.86
C  3.85  4.28  -1.95
C  3.78  5.29  -0.96
C  2.81  5.26  0.04
C  1.84  4.25  0.02
N  1.87  3.32  -0.96
C  1.06  4.13  1.31
O  0.86  5.31  1.84
O  0.90  3.01  1.80
H  2.93  2.15  -4.88
H  4.45  4.36  -2.86
H  4.62  5.99  -0.96
H  2.79  6.06  0.74
H  0.44  5.27  2.74
C  -1.73  -7.62  2.00
C  -1.62  -6.16  1.99
C  -2.74  -5.37  1.92
C  -2.67  -3.96  1.87
C  -1.45  -3.35  1.77
C  -0.26  -4.14  1.84
C  -0.35  -5.52  1.83
S  -1.47  -1.57  1.76
O  -2.25  -1.13  2.86
O  -1.89  -1.20  0.39
N  0.03  -0.97  1.86
C  0.92  -1.17  2.93
C  0.66  -1.95  4.03
C  1.70  -2.18  4.98
C  3.00  -1.71  4.81
C  3.27  -0.86  3.76
C  4.48  -0.17  3.69
C  4.81  0.60  2.60
C  3.81  0.71  1.60
N  2.59  0.15  1.67
C  2.23  -0.55  2.82
H  -1.93  -8.06  0.97
H  -2.55  -7.99  2.68
H  -0.77  -8.04  2.28
H  -3.74  -5.80  2.03
H  -3.55  -3.32  1.94
H  0.73  -3.67  1.92
H  0.60  -6.12  1.85
H  -0.34  -2.33  4.16
H  1.44  -2.77  5.90
H  3.81  -1.83  5.49
H  5.14  -0.27  4.53
H  5.76  1.13  2.55
H  4.05  1.26  0.72
C  -7.92  1.49  -2.07
C  -6.60  2.13  -1.66
C  -6.32  3.49  -1.84
C  -5.14  4.03  -1.26
C  -4.26  3.16  -0.63
C  -4.53  1.83  -0.40
C  -5.65  1.30  -1.08
S  -2.64  3.64  -0.16
O  -1.97  2.50  0.51
O  -2.66  4.97  0.41
N  -1.92  3.76  -1.67
C  -2.20  4.74  -2.41
C  -2.23  -0.11  -3.63
O  -2.40  0.26  -4.74
O  -2.10  -0.16  -2.46
H  -7.82  0.66  -2.72
H  -8.47  2.24  -2.64
H  -8.54  1.18  -1.25
H  -7.02  4.15  -2.39
H  -4.85  5.07  -1.44
H  -3.92  1.19  0.16
H  -5.86  0.22  -1.10
H  -1.68  4.59  -3.35
H  -2.62  5.73  -2.21
N  5.30  -2.41  -3.43
C  4.41  -2.56  -2.29
C  2.97  -2.05  -2.51
C  1.91  -2.50  -1.47
N  0.67  -1.63  -1.46
H  5.17  -3.02  -4.25
H  6.29  -2.32  -3.16
H  4.83  -1.91  -1.54
H  4.45  -3.63  -1.93
H  2.62  -2.30  -3.57
H  3.07  -0.97  -2.49
H  2.42  -2.53  -0.50
H  1.62  -3.53  -1.77
H  -0.15  -2.19  -1.22
H  0.60  -1.31  -2.44



# 2
C35H37BeNO3P2 as an isolated structure in a non-equilibrium geometry. Source: the OMol25 dataset; level of theory: the ωB97M-V functional and the def2-TZVPD basis.

For the calculated total energy, the calculation gives -2333.654506 hartree. The value obtained for the molar mass is 590.6 g/mol. The calculation puts the LUMO energy at -1.041 eV. For the gap between HOMO and LUMO, the calculation gives 6.638 eV. The energy above the lowest of the compared OMol25 structures with the same formula, charge and spin comes out at 0.1436 eV.

Cartesian coordinates (Å):
Be  -1.75  -1.04  -1.15
C  1.53  1.38  1.77
C  0.77  2.43  1.46
C  1.08  3.38  0.37
C  0.57  2.87  -1.00
C  1.36  1.71  -1.58
C  2.48  1.15  -1.12
C  3.44  1.60  -0.07
C  2.97  1.13  1.35
C  -2.27  -1.50  -2.63
H  1.32  0.86  2.71
H  -0.19  2.53  1.96
H  2.15  3.50  0.31
H  0.62  4.36  0.59
H  -0.50  2.61  -0.90
H  0.57  3.72  -1.71
H  0.86  1.25  -2.45
H  2.70  0.13  -1.45
H  3.75  2.67  -0.15
H  4.38  1.06  -0.23
H  3.14  0.03  1.40
H  3.62  1.59  2.14
H  -2.51  -2.58  -2.64
H  -1.50  -1.37  -3.41
H  -3.15  -0.93  -2.90
P  -5.86  6.24  -3.28
P  -4.97  5.28  -6.16
C  -4.66  7.22  -4.23
C  -4.35  6.85  -5.50
C  -6.97  7.61  -2.73
C  -6.62  8.97  -2.68
C  -7.53  9.91  -2.20
C  -8.82  9.52  -1.81
C  -9.19  8.17  -1.90
C  -8.28  7.23  -2.37
C  -4.83  5.87  -1.81
C  -3.78  4.94  -2.01
C  -2.94  4.61  -0.94
C  -3.12  5.21  0.31
C  -4.16  6.13  0.50
C  -5.03  6.45  -0.55
C  -5.51  5.96  -7.82
C  -6.62  6.82  -7.83
C  -7.04  7.41  -9.02
C  -6.36  7.14  -10.22
C  -5.28  6.26  -10.21
C  -4.86  5.65  -9.02
C  -3.38  4.46  -6.58
C  -3.47  3.09  -6.88
C  -2.33  2.40  -7.30
C  -1.10  3.07  -7.38
C  -1.01  4.41  -7.02
C  -2.14  5.11  -6.59
H  -4.20  8.07  -3.72
H  -3.76  7.48  -6.17
H  -5.64  9.29  -3.02
H  -7.24  10.97  -2.14
H  -9.53  10.27  -1.44
H  -10.20  7.87  -1.62
H  -8.58  6.18  -2.46
H  -3.63  4.50  -3.00
H  -2.15  3.89  -1.10
H  -2.46  4.96  1.13
H  -4.31  6.59  1.47
H  -5.84  7.17  -0.40
H  -7.14  7.05  -6.90
H  -7.90  8.09  -9.02
H  -6.69  7.61  -11.15
H  -4.74  6.04  -11.14
H  -4.01  4.97  -9.03
H  -4.44  2.58  -6.81
H  -2.41  1.35  -7.56
H  -0.22  2.53  -7.72
H  -0.05  4.93  -7.08
H  -2.06  6.16  -6.29
O  -0.30  -1.36  -0.56
N  -0.71  -0.59  0.46
O  -0.14  -0.45  1.50
O  -2.03  -0.24  0.18



# 3
C35H37ClMoO4P2 as an isolated structure in a non-equilibrium geometry. Source: the OMol25 dataset; level of theory: the ωB97M-V functional and the def2-TZVPD basis.

The total charge is +2. Its expectation value of S² is 2.398. For the calculated total energy, the calculation gives -2866.785029 hartree. The value obtained for the molar mass is 715.0 g/mol. The calculation puts the LUMO energy (spin up / spin down) at -6.669 / -9.315 eV. For the gap between HOMO and LUMO (spin up / spin down), the calculation gives 6.670 / 4.025 eV. The spin multiplicity is 3.

Cartesian coordinates (Å):
Mo  0.09  0.16  -1.73
C  -1.29  -0.29  -0.11
C  -1.94  -0.45  -1.36
C  -2.84  0.61  -1.95
C  -2.14  1.68  -2.82
C  -0.70  1.98  -2.48
C  -0.28  2.18  -1.11
C  -1.29  2.24  0.03
C  -1.50  0.92  0.76
C  1.43  0.18  -0.20
H  -0.98  -1.19  0.44
H  -2.09  -1.49  -1.67
H  -3.45  1.10  -1.18
H  -3.59  0.11  -2.60
H  -2.21  1.39  -3.89
H  -2.74  2.60  -2.75
H  -0.09  2.46  -3.25
H  0.61  2.82  -0.98
H  -2.27  2.66  -0.29
H  -0.90  2.94  0.79
H  -0.79  0.85  1.62
H  -2.49  0.94  1.27
H  1.18  -0.11  0.82
H  2.08  1.07  -0.21
H  1.94  -0.67  -0.72
P  -0.02  -2.06  -9.11
P  1.84  0.41  -9.48
C  -0.72  -0.53  -9.76
C  0.09  0.55  -9.93
C  -0.74  -3.31  -10.27
C  -1.88  -3.06  -11.03
C  -2.41  -4.06  -11.86
C  -1.77  -5.29  -11.98
C  -0.59  -5.52  -11.28
C  -0.06  -4.54  -10.43
C  -0.97  -2.23  -7.55
C  -0.62  -1.36  -6.50
C  -1.30  -1.43  -5.29
C  -2.32  -2.37  -5.11
C  -2.66  -3.23  -6.15
C  -1.98  -3.19  -7.37
C  2.58  1.10  -11.03
C  2.51  0.31  -12.20
C  3.00  0.80  -13.41
C  3.56  2.09  -13.48
C  3.63  2.88  -12.33
C  3.16  2.38  -11.11
C  2.01  1.82  -8.32
C  3.19  1.87  -7.54
C  3.41  2.94  -6.69
C  2.45  3.96  -6.58
C  1.28  3.91  -7.34
C  1.05  2.82  -8.19
H  -1.79  -0.51  -9.99
H  -0.23  1.50  -10.39
H  -2.39  -2.10  -11.00
H  -3.33  -3.85  -12.41
H  -2.21  -6.07  -12.61
H  -0.07  -6.48  -11.39
H  0.87  -4.73  -9.90
H  0.20  -0.65  -6.66
H  -1.03  -0.77  -4.46
H  -2.84  -2.43  -4.15
H  -3.46  -3.97  -6.02
H  -2.22  -3.88  -8.17
H  2.05  -0.68  -12.15
H  2.96  0.19  -14.32
H  3.96  2.47  -14.43
H  4.06  3.88  -12.37
H  3.22  3.01  -10.22
H  3.92  1.06  -7.62
H  4.32  2.99  -6.10
H  2.61  4.80  -5.90
H  0.54  4.70  -7.28
H  0.11  2.77  -8.75
O  0.33  0.08  5.30
Cl  0.26  -0.35  3.92
O  -0.85  -1.26  3.70
O  0.06  0.89  3.08
O  1.52  -0.95  3.49



# 4
C35H37CrF4N5OPS as an isolated structure in a non-equilibrium geometry. Source: the OMol25 dataset; level of theory: the ωB97M-V functional and the def2-TZVPD basis.

Its expectation value of S² is 8.816. For the calculated total energy, the calculation gives -3888.329251 hartree. The value obtained for the molar mass is 734.7 g/mol. The calculation puts the LUMO energy (spin up / spin down) at -0.270 / -2.393 eV. For the gap between HOMO and LUMO (spin up / spin down), the calculation gives 7.271 / 5.848 eV. The energy above the lowest of the compared OMol25 structures with the same formula, charge and spin comes out at 0.0000 eV. The spin multiplicity is 6.

Cartesian coordinates (Å):
Cr  0.20  -0.28  0.43
O  -0.31  0.95  -0.94
N  -1.55  1.09  -1.39
C  -1.80  2.08  -2.28
C  -3.07  2.30  -2.74
C  -4.11  1.48  -2.30
C  -3.83  0.45  -1.43
C  -2.53  0.24  -0.97
S  -2.09  -1.02  0.10
H  -0.94  2.66  -2.57
H  -3.24  3.10  -3.44
H  -5.12  1.64  -2.65
H  -4.59  -0.23  -1.08
F  -3.68  -1.15  4.86
C  -2.83  -0.13  4.71
C  -3.12  1.08  5.30
F  -4.26  1.19  5.99
C  -2.25  2.21  5.23
C  -1.15  2.03  4.36
C  -0.89  0.84  3.74
F  0.18  0.81  2.89
C  -1.67  -0.33  3.92
C  -1.31  -1.57  3.33
C  -0.22  -1.66  2.48
N  0.69  -1.74  1.76
C  -2.04  -2.76  3.48
N  -2.60  -3.77  3.57
F  -0.31  3.06  4.11
C  -2.46  3.40  5.96
C  -3.52  3.59  6.85
N  -4.37  3.80  7.60
C  -1.58  4.49  5.90
N  -0.88  5.41  5.90
C  5.45  1.03  3.56
C  4.16  1.74  3.95
C  3.33  2.06  2.70
C  3.60  1.02  1.59
C  3.76  -0.34  2.27
C  5.09  -0.37  3.04
P  2.27  0.96  0.29
C  3.10  0.29  -1.25
C  2.86  -1.23  -1.30
C  3.79  -1.87  -2.33
C  5.23  -1.82  -1.82
C  5.50  -0.53  -1.04
C  4.58  0.61  -1.50
C  1.94  2.71  -0.24
C  0.99  3.46  0.70
C  0.39  4.68  -0.03
C  1.38  5.26  -1.05
C  2.82  5.06  -0.58
C  3.17  3.57  -0.58
H  6.12  0.96  4.41
H  5.96  1.60  2.79
H  4.37  2.67  4.49
H  3.59  1.10  4.62
H  3.58  3.05  2.33
H  2.27  2.06  2.96
H  4.53  1.28  1.07
H  3.73  -1.16  1.55
H  2.92  -0.48  2.94
H  5.90  -0.73  2.39
H  5.01  -1.07  3.87
H  2.51  0.75  -2.06
H  1.81  -1.42  -1.55
H  3.05  -1.68  -0.32
H  3.70  -1.33  -3.27
H  3.50  -2.90  -2.51
H  5.92  -1.89  -2.67
H  5.42  -2.67  -1.17
H  6.54  -0.22  -1.17
H  5.34  -0.69  0.03
H  4.73  0.76  -2.57
H  4.88  1.54  -1.01
H  1.37  2.55  -1.17
H  1.51  3.79  1.59
H  0.18  2.79  1.01
H  0.13  5.43  0.71
H  -0.53  4.40  -0.55
H  1.18  6.32  -1.19
H  1.26  4.78  -2.02
H  2.94  5.47  0.42
H  3.50  5.60  -1.25
H  3.98  3.40  0.12
H  3.52  3.29  -1.58



Look up the calculated total energy of the first one.
-3258.797614 hartree



Which of these has the highest calculated total energy?
C35H37BeNO3P2



The lowest calculated total energy belongs to which entry?
C35H37CrF4N5OPS